C5H18N3O2 | ωB97M-V/def2-TZVPD

Element x y z (Å)
C: 0.16373 -1.85962 -2.42218
C: 0.11669 -1.13515 -1.10332
C: -1.28003 -0.91289 -0.56270
C: -1.34903 -0.80935 0.95953
N: 0.58961 0.55731 2.88586
C: -0.25818 1.21596 1.96640
N: -1.17439 0.65663 1.14785
N: 0.85358 0.18242 -1.20977
H: -0.51748 -1.41803 -3.16970
H: -0.25988 -2.87893 -2.26334
H: 1.12319 -2.01130 -2.89700
H: 0.69972 -1.74246 -0.34293
H: -1.84831 -0.20926 -1.11337
H: -1.77172 -1.90627 -0.64814
H: -0.58381 -1.28633 1.57586
H: -2.34409 -1.06403 1.30261
H: 0.33642 -0.42020 2.99546
H: 0.65000 1.04066 3.79347
H: -0.12872 2.28703 1.80174
H: 1.84506 -0.03910 -1.20185
H: 0.60022 0.77544 -1.99200
H: 0.61300 0.76785 -0.34098
H: 3.55808 0.00560 0.61123
H: 2.56947 -0.25611 1.57443
O: 2.58364 0.02816 0.63809
H: -1.94360 2.03533 -2.02815
H: -1.26045 2.03529 -0.79550
O: -1.01991 1.93006 -1.75108

The total charge is 0. Its HOMO-LUMO gap (alpha / beta) is 2.90 / 7.62 eV. As for the multiplicity: 2. Its expectation value of S² is 0.75. For the largest force on an atom, the calculation gives 4.37 eV/Å.